No. 1
Computed, not measured: C5H7ClS in the gas phase at a distorted geometry, with ωB97M-V with the def2-TZVPD basis set.

```
14
Properties=species:S:1:pos:R:3
C 1.117 0.677 -1.117
C 1.144 0.070 0.061
C 0.088 -0.080 1.125
C -0.844 -1.127 0.542
Cl -0.219 -2.651 0.643
C -2.206 -0.969 0.038
S -2.685 -1.194 1.852
H 1.997 0.928 -1.742
H 0.202 1.148 -1.543
H 2.097 -0.335 0.250
H 0.565 -0.575 2.083
H -0.399 0.894 1.181
H -2.461 0.123 -0.033
H -2.631 -1.652 -0.758
```

Properties
- 2S+1: 1
- Energy above the lowest of the compared OMol25 structures with the same formula, charge and spin: 2.419 eV
- Highest occupied orbital energy: -8.3 eV
- Orbital gap: 8.145 eV
- Electronic energy: -28653.1735 eV
- Charge: 0

---

No. 2
Computed, not measured: a molecular structure, C11H25N5O8Pb at a distorted geometry, with ωB97M-V with the def2-TZVPD basis set.

```
50
Properties=species:S:1:pos:R:3
O 0.298 -1.327 -3.417
H -0.006 -1.310 -4.341
Pb 0.663 0.362 -0.586
N 2.012 -1.916 -0.724
N -0.351 -2.034 0.326
N 0.503 2.822 -0.501
N -1.212 1.334 0.960
O 3.113 -1.727 -1.245
O 1.493 3.673 -1.007
O -1.935 0.595 1.857
O -1.390 -2.045 1.056
C 0.082 -3.187 -0.252
C 1.344 -3.098 -0.909
C -0.140 3.398 0.502
C -1.138 2.626 1.251
C 1.911 -4.070 -1.857
H 1.737 -3.720 -2.885
H 1.457 -5.053 -1.745
H 2.992 -4.162 -1.707
C -0.745 -4.419 -0.259
H -1.650 -4.270 -0.864
H -1.058 -4.680 0.759
H -0.176 -5.248 -0.686
C 0.289 4.763 0.896
C -1.921 3.272 2.345
H 0.788 5.220 0.036
H 1.019 4.709 1.725
H -0.559 5.366 1.236
H -2.549 2.527 2.835
H -2.554 4.070 1.939
H -1.245 3.720 3.080
H 2.102 3.100 -1.489
H -1.740 -0.348 1.570
C -1.195 -0.061 -1.875
H -0.743 -0.810 -2.704
H -1.438 0.901 -2.343
H -2.052 -0.419 -1.296
O 1.655 0.674 -2.828
H 1.167 -0.228 -3.221
H 1.326 1.399 -3.400
N 1.230 -0.334 4.449
C 2.387 0.286 3.755
C 1.866 0.491 2.326
O 2.475 1.256 1.543
O 0.788 -0.169 2.080
H 0.752 0.354 5.027
H 1.511 -1.093 5.077
H 0.599 -0.667 3.664
H 2.663 1.224 4.243
H 3.225 -0.409 3.753
```

Properties
- 2S+1: 1
- Energy above the lowest of the compared OMol25 structures with the same formula, charge and spin: 0.187 eV
- Highest occupied orbital energy (alpha / beta): -6.7 / -6.6 eV
- Orbital gap (alpha / beta): 6.126 / 5.674 eV
- Electronic energy: -40880.1984 eV
- Charge: 0

---

No. 3
Computed, not measured: C6H10 in the gas phase, with ωB97M-V with the def2-TZVPD basis set.

```
16
Properties=species:S:1:pos:R:3
C 0.523 -1.673 -0.202
C 0.703 -0.358 -0.059
C 2.078 0.232 -0.259
C -0.402 0.510 0.467
C -1.494 1.178 -0.343
C -1.810 -0.017 0.499
H 1.320 -2.323 -0.549
H -0.417 -2.144 0.059
H 2.775 -0.543 -0.594
H 2.104 1.055 -0.981
H 2.465 0.626 0.690
H -0.092 1.116 1.318
H -1.845 2.140 0.018
H -1.526 1.063 -1.422
H -2.390 0.073 1.411
H -1.993 -0.934 -0.053
```

Properties
- 2S+1: 1
- Energy above the lowest of the compared OMol25 structures with the same formula, charge and spin: 1.143 eV
- Highest occupied orbital energy: -9.1 eV
- Orbital gap: 10.290 eV
- Electronic energy: -6382.7170 eV
- Charge: 0

---

No. 4
Computed, not measured: C3H7N3O2 in the gas phase at a distorted geometry, with ωB97M-V with the def2-TZVPD basis set.

```
15
Properties=species:S:1:pos:R:3
C -1.257 1.539 -1.366
N 0.021 1.588 -0.706
N -0.121 1.576 0.718
C -0.739 0.523 1.191
O -0.990 -0.663 0.609
N 0.107 -1.101 -0.298
C 1.061 -1.873 0.293
O 2.198 -1.894 -0.106
H -1.735 0.508 -0.961
H -1.879 2.438 -1.144
H -1.125 1.277 -2.524
H 0.454 2.529 -0.859
H -1.153 0.660 2.230
H 0.542 -0.203 -0.753
H 0.781 -2.325 1.285
```

Properties
- 2S+1: 1
- Energy above the lowest of the compared OMol25 structures with the same formula, charge and spin: 5.758 eV
- Highest occupied orbital energy: -9.3 eV
- Orbital gap: 10.132 eV
- Electronic energy: -11785.5555 eV
- Charge: 0

---

No. 5
Computed, not measured: 2 unconnected molecules or ions with the total composition CH2ClN3S at a distorted geometry, with ωB97M-V with the def2-TZVPD basis set.

```
8
Properties=species:S:1:pos:R:3
C -1.952 0.503 0.686
N -0.802 0.470 0.514
N 1.006 -0.516 -0.369
N 0.532 0.400 0.525
S -2.784 -2.005 0.071
Cl 1.284 2.116 0.190
H 0.674 -0.194 -1.249
H 2.041 -0.773 -0.368
```

Properties
- 2S+1: 1
- Energy above the lowest of the compared OMol25 structures with the same formula, charge and spin: 4.856 eV
- Highest occupied orbital energy (alpha / beta): -9.6 / -9.6 eV
- Orbital gap (alpha / beta): 7.235 / 7.281 eV
- Electronic energy: -28889.6819 eV
- Charge: 0

---

No. 6
Computed, not measured: 10 unconnected molecules or ions with the total composition C30H86N10O12 at a distorted geometry, with ωB97M-V with the def2-TZVPD basis set.

```
138
Properties=species:S:1:pos:R:3
C -2.414 4.621 -1.122
O -2.149 4.475 -2.512
C -1.657 3.242 -2.954
C -1.433 3.264 -4.458
C -0.960 1.950 -5.064
N -0.525 4.325 -4.892
H -3.124 3.861 -0.786
H -2.929 5.561 -0.929
H -1.406 4.652 -0.706
H -0.705 2.886 -2.520
H -2.377 2.477 -2.625
H -2.399 3.445 -4.942
H -1.533 1.127 -4.631
H 0.086 1.694 -4.888
H -1.131 2.088 -6.130
H 0.398 4.136 -4.498
H -0.778 5.168 -4.374
C -1.708 1.332 1.123
O -1.333 -0.034 1.013
C -0.696 -0.408 -0.194
C 0.658 -1.082 0.048
C 1.508 -1.059 -1.224
N 0.498 -2.431 0.569
H -2.329 1.483 2.002
H -2.226 1.629 0.210
H -0.846 1.993 1.257
H -1.346 -1.126 -0.720
H -0.706 0.425 -0.905
H 1.160 -0.414 0.756
H 0.944 -1.405 -2.096
H 2.326 -1.782 -1.156
H 2.002 -0.109 -1.428
H 0.890 -2.538 1.498
H -0.462 -2.741 0.683
C 1.583 3.599 0.101
O 2.641 4.317 -0.479
C 2.746 5.690 -0.173
C 1.522 6.562 -0.489
C 0.895 6.321 -1.851
N 1.944 7.950 -0.443
H 1.474 3.906 1.154
H 1.847 2.545 0.159
H 0.626 3.795 -0.386
H 2.893 5.741 0.918
H 3.687 6.065 -0.569
H 0.687 6.391 0.206
H 0.329 5.388 -1.870
H 1.553 6.362 -2.721
H 0.141 7.090 -2.050
H 2.285 8.289 0.449
H 1.198 8.580 -0.709
C -2.285 1.655 5.460
O -0.871 1.689 5.359
C -0.233 0.540 5.855
C 1.259 0.492 5.492
C 1.525 0.760 4.002
N 1.836 -0.801 5.829
H -2.670 1.350 4.482
H -2.614 2.673 5.673
H -2.621 1.003 6.268
H -0.250 0.517 6.954
H -0.730 -0.374 5.506
H 1.766 1.302 6.021
H 1.299 1.787 3.709
H 0.840 0.203 3.352
H 2.547 0.463 3.777
H 1.239 -1.282 6.507
H 1.705 -1.499 5.092
C -6.688 -0.455 1.086
O -5.705 -1.463 0.897
C -4.591 -1.356 1.755
C -3.691 -2.560 1.498
C -4.316 -3.900 1.903
N -2.381 -2.363 2.147
H -6.314 0.550 0.890
H -7.128 -0.603 2.075
H -7.508 -0.624 0.388
H -4.020 -0.440 1.557
H -4.824 -1.276 2.826
H -3.508 -2.712 0.431
H -5.121 -4.169 1.214
H -4.801 -3.862 2.882
H -3.627 -4.743 1.874
H -2.583 -2.126 3.115
H -1.865 -1.565 1.751
C 1.375 -0.600 -6.097
O 1.963 -1.870 -6.135
C 1.592 -2.653 -5.017
C 1.935 -4.106 -5.390
C 1.568 -5.204 -4.394
N 3.334 -4.320 -5.779
H 1.631 -0.056 -5.174
H 0.284 -0.626 -6.175
H 1.812 0.067 -6.841
H 2.214 -2.423 -4.143
H 0.524 -2.605 -4.789
H 1.407 -4.309 -6.329
H 2.048 -5.125 -3.418
H 1.861 -6.115 -4.921
H 0.501 -5.367 -4.220
H 3.895 -4.628 -4.990
H 3.731 -3.433 -6.077
N -0.180 -4.654 -1.081
C -0.324 -5.953 -1.472
N -1.346 -6.165 -2.337
O 0.283 -6.898 -0.973
H -0.659 -3.896 -1.531
H 0.559 -4.348 -0.469
H -1.819 -5.410 -2.799
H -1.662 -7.090 -2.552
N 4.817 -6.403 -2.813
C 4.851 -5.237 -2.117
N 3.985 -5.160 -1.083
O 5.559 -4.271 -2.423
H 4.345 -7.224 -2.479
H 5.392 -6.608 -3.610
H 3.514 -5.992 -0.785
H 4.007 -4.216 -0.736
O 1.726 -2.764 3.439
C 3.154 -2.676 3.447
C 3.669 -3.362 2.201
O 3.464 -4.781 2.290
H 1.401 -3.642 3.666
H 3.438 -1.626 3.401
H 3.560 -3.125 4.356
H 4.760 -3.264 2.232
H 3.187 -2.934 1.326
H 4.069 -5.098 2.967
O -3.058 5.286 4.956
C -1.764 5.239 4.360
C -1.729 4.442 3.064
O -2.668 4.939 2.129
H -2.881 5.250 5.900
H -1.411 6.264 4.179
H -1.025 4.875 5.082
H -1.874 3.374 3.215
H -0.757 4.495 2.558
H -2.677 5.899 2.094
```

Properties
- 2S+1: 1
- Energy above the lowest of the compared OMol25 structures with the same formula, charge and spin: 6.801 eV
- Highest occupied orbital energy: -8.7 eV
- Orbital gap: 8.997 eV
- Electronic energy: -71972.2704 eV
- Charge: 0

---

No. 7
Computed, not measured: a molecular structure, C20H50BaN2O4Si2 at a distorted geometry, with ωB97M-V with the def2-TZVPD basis set.

```
79
Properties=species:S:1:pos:R:3
O -0.462 -1.438 0.006
O -2.257 -0.089 -3.451
C 0.641 -2.301 -0.437
C 0.990 -3.403 0.532
H 1.481 -1.617 -0.594
H 0.379 -2.689 -1.428
H 1.207 -2.991 1.529
H 1.877 -3.950 0.180
H 0.157 -4.117 0.617
C -1.513 -2.075 0.843
C -2.539 -2.856 0.046
H -1.979 -1.233 1.390
H -1.024 -2.743 1.574
H -3.027 -2.253 -0.731
H -3.318 -3.225 0.722
H -2.100 -3.746 -0.420
C -3.383 0.812 -3.650
C -2.214 -1.157 -4.424
C -4.546 0.506 -2.730
H -3.715 0.777 -4.710
H -2.972 1.813 -3.448
H -4.989 -0.466 -2.960
H -5.309 1.273 -2.883
H -4.223 0.518 -1.685
C -3.474 -1.996 -4.482
H -1.347 -1.764 -4.129
H -1.999 -0.723 -5.418
H -3.773 -2.356 -3.494
H -3.295 -2.867 -5.117
H -4.304 -1.431 -4.910
H -0.408 0.297 -1.857
Ba 0.223 0.688 1.539
C -0.103 1.372 -1.858
Si 0.576 1.898 -3.543
H -0.997 1.950 -1.575
H 0.705 1.526 -1.119
C 1.451 0.483 -4.433
C 1.839 3.283 -3.380
C -0.621 2.544 -4.830
C 2.909 0.170 0.798
Si 3.899 1.234 1.954
H 2.949 0.334 -0.294
H 2.957 -0.926 0.921
C 4.654 2.699 1.032
C 5.323 0.299 2.772
C 2.833 1.947 3.341
H -0.052 2.638 -5.772
H -1.000 3.542 -4.572
H -1.477 1.883 -5.028
H 2.350 0.157 -3.888
H 1.761 0.866 -5.419
H 0.790 -0.382 -4.589
H 2.486 3.175 -2.497
H 1.336 4.261 -3.327
H 2.481 3.287 -4.274
H 5.729 -0.411 2.034
H 5.004 -0.274 3.657
H 6.149 0.960 3.084
H 2.256 1.178 3.893
H 2.147 2.751 3.001
H 3.512 2.420 4.073
H 5.513 3.126 1.573
H 3.919 3.500 0.865
H 5.017 2.356 0.055
C -2.186 -0.176 6.479
C -1.478 -0.165 5.173
N -1.934 0.467 4.093
O -3.203 0.992 4.384
C -0.210 -0.786 4.990
C 0.500 -1.585 6.018
N 0.280 -0.560 3.749
O 1.484 -0.937 3.442
H -3.145 0.330 6.410
H -1.562 0.326 7.232
H -2.330 -1.213 6.806
H -3.353 1.660 3.695
H 0.796 -2.551 5.586
H 1.404 -1.068 6.380
H -0.141 -1.774 6.891
```

Properties
- 2S+1: 1
- Energy above the lowest of the compared OMol25 structures with the same formula, charge and spin: 0.184 eV
- Highest occupied orbital energy: -6.0 eV
- Orbital gap: 5.568 eV
- Electronic energy: -49167.5951 eV
- Charge: 0

---

| no. | molar mass (g/mol) |
| --- | --- |
| 1 | 134.63 |
| 2 | 562.55 |
| 3 | 82.15 |
| 4 | 117.11 |
| 5 | 123.57 |
| 6 | 779.08 |
| 7 | 576.13 |